13
Properties=species:S:1:pos:R:3 method="wB97M-V/def2-TZVPD" spin_multiplicity=1 total_charge=0 orbital_gap_ev=9.21
H 3.161 0.678 1.112
N 2.308 0.938 1.653
C 1.222 0.709 0.890
N -0.210 0.787 1.203
C -0.677 -0.086 0.192
C -2.202 -0.433 -0.024
C 0.286 -0.223 -1.005
O -0.018 -0.670 -2.143
N 1.393 0.079 -0.443
H -2.758 -0.318 0.931
H -2.169 -1.446 -0.326
H -2.489 -0.085 -0.983
H 2.154 0.069 -1.058


14
Properties=species:S:1:pos:R:3 method="wB97M-V/def2-TZVPD" spin_multiplicity=1 total_charge=0 orbital_gap_ev=10.35
C -1.062 2.125 -1.105
C -1.469 -0.402 -0.417
C -0.711 0.347 0.506
C 0.253 -0.539 1.304
H -0.321 2.732 -0.423
H -2.092 2.292 -0.982
H -0.739 2.759 -2.205
H -1.442 -1.561 -0.809
H -2.414 -0.124 -0.304
H -1.186 1.182 0.981
H 0.835 0.083 2.021
H -0.287 -1.765 1.778
N -0.565 0.720 -0.911
Cl 1.737 -1.166 0.270


24
Properties=species:S:1:pos:R:3 method="wB97M-V/def2-TZVPD" spin_multiplicity=1 total_charge=0 orbital_gap_ev="8.25 / 5.89"
C 2.589 2.193 0.381
C 1.582 3.031 -0.110
C 2.444 0.834 0.328
C 0.409 2.496 -0.608
C 1.271 0.241 -0.216
C 0.219 1.122 -0.631
C -1.265 -0.697 -0.775
C 1.137 -1.121 -0.414
C -0.102 -1.654 -1.060
N -3.593 -2.162 2.702
O -0.952 0.648 -1.100
O 0.090 -1.844 -2.454
S -2.973 -0.621 2.747
H 3.486 2.626 0.797
H 1.714 4.100 -0.089
H 3.220 0.176 0.688
H -0.388 3.129 -0.965
H -2.131 -0.948 -1.392
H -1.542 -0.754 0.286
H 1.954 -1.796 -0.226
H -0.349 -2.651 -0.680
H -3.889 -2.556 3.584
H -3.148 -2.815 2.073
H 0.217 -0.978 -2.866


22
Properties=species:S:1:pos:R:3 method="wB97M-V/def2-TZVPD" spin_multiplicity=1 total_charge=0 orbital_gap_ev=9.15
C 0.335 1.003 -2.351
N 0.626 -0.211 -1.587
C 0.723 -0.174 -0.101
C 0.952 1.210 0.523
N 2.381 1.585 0.552
C -0.528 -0.827 0.553
S -0.968 -2.417 -0.183
H -0.296 1.691 -1.793
H -0.264 0.714 -3.216
H 1.217 1.596 -2.594
H 1.521 -0.563 -1.883
H 1.556 -0.817 0.133
H 0.507 1.996 -0.040
H 0.615 1.113 1.526
H 2.632 2.257 -0.149
H 3.049 0.866 0.757
H -1.328 -0.080 0.510
H -0.295 -1.073 1.579
H -0.867 -2.086 -1.473
O -2.149 1.643 2.561
H -3.001 1.258 2.303
H -1.977 1.376 3.465


These records have strongest force on any atom values of 6.4; 5.4; 0.8; 2.8 eV Å⁻¹, in the order they appear.
These records have E values of -394.86268; -671.97201; -952.88388; -743.70052 Eh, in the order they appear.
These records have ΔE to the lowest compared entry with this formula, charge and spin values of 2.8538; 4.4823; 2.9851; 0.9063 eV, in the order they appear.